# 1
DFT (wB97M-V/def2-TZVPD) results for a structure of composition C15H40AlIO8PS5.

XYZ file:
```
71
Properties=species:S:1:pos:R:3:forces:R:3
I 0.977 -1.377 -4.349 0.08 0.12 0.06
S 2.118 2.594 3.257 0.02 0.02 -0.02
S 0.056 8.126 2.807 0.03 0.02 -0.05
S -4.132 -4.117 4.068 0.05 -0.07 -0.07
S -2.377 -3.217 -6.979 0.06 0.05 -0.10
S -1.162 -4.677 -0.122 0.01 0.02 -0.09
P 2.171 2.278 -2.933 -0.78 -0.13 -0.10
Al 2.951 0.064 -3.475 0.49 -0.47 -0.37
O 3.358 2.521 4.084 0.04 0.03 0.04
O 2.666 2.782 -1.431 0.17 0.04 0.02
O -5.261 -3.273 3.599 -0.05 0.03 0.03
O 0.702 2.452 -2.999 0.03 0.22 0.16
O -0.436 6.732 2.926 -0.05 -0.06 0.05
O -1.871 -3.058 -5.601 -0.17 -0.10 0.17
O -0.389 -4.176 1.047 0.02 0.01 0.12
O 2.960 3.396 -3.836 0.31 -0.04 0.02
C 2.556 3.453 1.745 -0.03 0.02 -0.03
C -2.635 -5.440 0.570 -0.09 -0.07 0.01
C 3.830 -0.798 -1.899 -0.40 0.34 0.09
C -2.000 -3.277 -0.861 -0.02 0.04 -0.06
C -0.995 -3.821 -7.957 0.03 -0.01 -0.09
C -0.245 -0.213 -0.733 0.22 0.09 -0.42
C -3.320 -4.753 -7.022 -0.02 -0.07 -0.03
C -4.639 -4.824 5.642 0.03 0.00 0.09
C 0.860 8.523 4.366 0.05 0.03 0.05
C 2.031 -1.483 -0.212 -0.03 0.19 -0.14
C -2.885 -3.014 4.735 0.03 0.05 0.03
C 0.764 -0.825 -0.516 -0.12 -0.15 0.35
C 1.563 8.053 1.831 0.06 0.03 -0.03
C 1.134 3.931 3.936 -0.12 0.02 0.03
C 3.207 -0.528 -0.517 0.24 -0.28 0.17
H -3.319 -5.735 -0.226 0.02 0.03 -0.02
H -0.559 -4.689 -7.463 -0.01 0.01 0.04
H -2.545 -2.731 -0.091 0.03 -0.02 0.04
H 2.232 7.306 2.258 -0.02 -0.01 0.01
H 2.820 0.489 -0.436 0.09 0.06 0.02
H -4.211 -4.604 -6.416 0.00 0.02 0.01
H -2.716 -5.557 -6.601 0.02 0.02 0.01
H 3.596 2.550 -1.317 0.04 0.00 0.04
H 3.803 -1.876 -2.089 0.16 -0.04 -0.01
H -0.261 -3.018 -8.001 0.00 0.01 0.04
H 1.283 7.763 0.821 -0.02 -0.01 0.00
H -3.606 -4.979 -8.050 -0.01 0.01 0.00
H 2.038 -1.810 0.828 -0.07 0.03 0.03
H -4.987 -4.027 6.299 0.00 0.02 -0.02
H -3.110 -4.727 1.243 -0.03 0.01 0.01
H 2.124 -2.376 -0.833 -0.04 -0.08 0.06
H 3.988 0.214 -4.695 -0.05 0.07 0.02
H 3.956 -0.632 0.274 0.00 -0.10 0.02
H 0.086 8.563 5.130 -0.02 -0.01 -0.01
H -1.021 0.363 -1.172 -0.20 0.09 0.13
H -5.450 -5.520 5.441 0.00 0.01 -0.03
H 4.886 -0.511 -1.892 0.02 0.07 -0.08
H 3.212 2.804 1.173 -0.02 -0.04 0.01
H -2.677 -3.640 -1.636 0.03 -0.01 -0.02
H -2.475 -2.445 3.903 0.00 -0.03 -0.02
H -1.337 -4.071 -8.962 0.01 0.01 0.00
H -2.093 -3.602 5.197 0.01 -0.01 -0.03
H -3.348 -2.343 5.458 -0.03 0.00 -0.01
H 0.802 3.633 4.929 0.03 -0.04 0.00
H 2.979 4.227 -3.345 -0.09 0.09 -0.09
H 3.071 4.378 2.007 0.01 -0.01 0.03
H 0.270 4.119 3.301 0.01 0.03 -0.01
H -1.246 -2.629 -1.304 0.03 -0.03 -0.01
H -2.321 -6.320 1.128 0.03 0.01 0.00
H 1.350 9.493 4.287 -0.01 0.00 0.00
H -3.798 -5.355 6.088 0.00 -0.01 0.00
H 1.749 4.828 4.005 0.02 -0.01 0.00
H 2.036 9.035 1.816 0.00 0.00 -0.01
H 1.660 3.654 1.159 0.01 -0.05 -0.03
H 1.581 7.743 4.609 -0.01 -0.02 -0.02
```
Positions in Å, forces in eV/Å.

Values from the calculation:
E_HOMO, eV: -5.085
DFT total energy, eV: -110746.6643
HOMO-LUMO gap, eV: 6.9830
2S+1: 1
Charge: -1



# 2
DFT (wB97M-V/def2-TZVPD) results for a cluster of 4 separate species, C8H24O4 in total.

XYZ file:
```
36
Properties=species:S:1:pos:R:3:forces:R:3
O -23.708 10.694 0.192 -1.40 0.26 0.06
O -16.146 14.202 -1.612 0.44 0.31 0.96
O -14.763 7.948 -2.283 -0.28 -0.80 -0.34
O -12.539 14.181 -6.827 -1.03 -0.79 0.02
C -22.427 11.116 0.581 0.41 -1.84 0.08
C -11.496 13.198 -6.920 -0.80 0.60 -0.96
C -14.831 7.381 -3.608 1.68 0.63 -0.11
C -15.639 15.066 -0.576 0.22 0.59 -0.05
C -16.603 15.153 0.562 -1.08 -0.06 -0.01
C -21.603 9.821 0.794 1.29 0.97 0.83
C -10.348 13.830 -6.346 3.32 0.78 2.01
C -13.800 6.223 -3.776 -0.70 0.45 0.19
H -12.731 6.435 -3.786 -0.14 0.88 0.05
H -16.808 14.183 1.016 0.33 -0.06 0.12
H -14.003 5.766 -4.745 -0.14 -0.40 0.17
H -20.697 9.978 1.379 0.55 0.74 -0.33
H -15.644 14.308 -2.423 0.18 0.13 0.08
H -11.223 13.037 -7.963 -0.66 -0.85 -0.15
H -16.225 15.854 1.306 0.01 -0.13 0.10
H -14.685 14.846 -0.098 0.39 -1.19 -0.53
H -21.250 9.379 -0.138 -0.47 -0.33 0.04
H -13.898 5.526 -2.944 -0.41 -0.27 -0.22
H -9.597 13.146 -5.951 0.16 -0.49 -0.33
H -23.628 10.067 -0.529 0.07 0.00 -0.03
H -22.035 9.139 1.526 -0.98 -0.25 -0.74
H -15.419 16.074 -0.926 -0.47 0.20 -0.58
H -15.818 7.068 -3.946 -0.26 -0.36 0.68
H -12.490 14.801 -7.559 0.16 -0.15 -0.09
H -9.803 14.459 -7.050 -0.20 0.40 0.17
H -22.061 11.758 -0.220 0.64 0.18 0.35
H -11.702 12.295 -6.345 -0.82 0.04 -0.44
H -17.581 15.506 0.234 -0.01 0.20 -0.10
H -10.617 14.359 -5.431 -0.14 0.46 -0.22
H -15.003 8.876 -2.336 -0.06 -0.03 -0.02
H -14.600 8.206 -4.282 0.31 -0.09 -0.39
H -22.512 11.628 1.540 -0.12 0.26 -0.25
```
Positions in Å, forces in eV/Å.

Values from the calculation:
E_HOMO, eV: -10.131
DFT total energy, eV: -16872.6431
HOMO-LUMO gap, eV: 10.5716
Relative energy (zero: lowest compared OMol25 entry of this formula, charge and spin), kcal/mol: 47.6
2S+1: 1
Charge: 0
Structure (SMILES): CCO.CCO.CCO.CCO